Density functional theory data (ωB97M-V/def2-TZVPD) for a cluster of 13 separate species, C27H33BrCl37FO8P in total in a non-equilibrium geometry.

Geometry as XYZ:
```
108
Properties=species:S:1:pos:R:3
C 9.0920 3.1663 -0.9453
C 8.2565 3.2153 0.3256
O 6.8942 3.0913 -0.0012
C 6.1239 2.4459 0.9944
C 5.3059 1.3354 0.3683
O 4.7565 1.7424 -0.8571
C 3.9084 0.7442 -1.3905
C 2.6455 1.2567 -2.0606
C 2.7580 2.0623 -3.3617
O 3.5610 1.9843 -4.2541
O 1.6537 2.8872 -3.3326
C 1.6097 3.3602 -1.9545
C 0.4144 4.3457 -1.8516
O 0.5611 5.3292 -1.0909
O -0.6129 4.0913 -2.5152
P 3.2511 4.2885 -1.8837
O 3.0574 5.3973 -3.0710
Cl 3.3917 5.4246 -0.1629
C 1.5159 1.9974 -1.2072
C 0.2469 1.2326 -1.6183
C 0.0598 -0.0570 -0.8821
O 0.8100 -0.5865 -0.1237
Br -1.6442 -1.0199 -1.2726
C 1.8958 2.0855 0.2609
C 0.7734 2.5574 1.2058
C 1.2008 3.7123 2.1156
F -0.3733 2.9616 0.5439
H 10.0898 3.5548 -0.7654
H 8.6488 3.7612 -1.7374
H 9.1782 2.1325 -1.2769
H 8.4627 4.1699 0.8231
H 8.6196 2.4271 0.9930
H 6.7335 2.0216 1.7960
H 5.4801 3.1973 1.4602
H 5.9199 0.4323 0.2550
H 4.4942 1.0751 1.0594
H 4.4851 0.2117 -2.1600
H 3.6502 -0.0158 -0.6514
H 2.1950 0.3254 -2.4055
H 3.5543 5.0966 -3.8381
H -0.6327 1.8509 -1.4350
H 0.2018 1.0063 -2.6795
H 2.7250 2.7819 0.3521
H 2.2625 1.1459 0.6609
H 0.4942 1.7160 1.8422
H 2.2770 3.8413 2.1567
H 0.7284 3.6161 3.0902
H 0.7845 4.6077 1.6528
C 6.5642 4.0711 -4.5043
Cl 8.0421 3.4426 -5.2461
Cl 6.9477 5.3895 -3.3979
Cl 5.4169 4.5980 -5.7385
H 6.0983 3.2703 -3.9401
C -4.0398 3.9105 -2.1005
Cl -2.8549 3.3345 -0.9617
Cl -5.3656 2.7410 -2.2987
Cl -4.6784 5.4873 -1.5993
H -3.5526 4.0386 -3.0593
C -8.2880 4.6704 0.3990
Cl -7.0869 4.0961 1.5493
Cl -9.5917 3.4911 0.2122
Cl -8.9351 6.2371 0.8952
H -7.8003 4.7924 -0.5605
C -6.5171 0.8370 4.1395
Cl -4.9083 0.9509 3.4283
Cl -7.1872 -0.7733 3.8774
Cl -6.4584 1.2392 5.8597
H -7.1649 1.5507 3.6467
C -3.1005 -4.8698 -2.9273
Cl -1.8437 -5.5346 -1.8822
Cl -4.4404 -6.0167 -3.0959
Cl -3.6802 -3.3274 -2.3088
H -2.6736 -4.7037 -3.9079
C -7.9938 -3.3981 0.6195
Cl -7.6530 -4.2295 2.1432
Cl -8.0607 -1.6593 0.8664
Cl -6.7873 -3.8025 -0.5994
H -8.9565 -3.7336 0.2581
C -3.4172 -8.4972 -0.6969
Cl -1.9225 -8.7582 0.2091
Cl -3.5212 -9.6159 -2.0579
Cl -4.8221 -8.6622 0.3558
H -3.4007 -7.4887 -1.0885
C 0.4513 -9.6514 3.0615
Cl 0.6913 -11.3869 3.2810
Cl 0.2831 -8.8429 4.6197
Cl 1.7786 -8.9502 2.1335
H -0.4658 -9.5067 2.5061
C -7.9128 -10.0433 2.9661
Cl -7.9277 -8.2963 2.7323
Cl -7.2469 -10.8307 1.5349
Cl -6.9875 -10.4781 4.4045
H -8.9313 -10.3797 3.1044
C -9.8130 -1.6683 7.2780
Cl -9.7813 0.0793 7.0475
Cl -9.1878 -2.5045 5.8571
Cl -8.9063 -2.1248 8.7230
H -10.8425 -1.9682 7.4185
C -0.1396 -1.5732 -5.2911
Cl 1.3759 -1.2980 -4.4339
Cl -1.3723 -2.2103 -4.1980
Cl -0.6981 -0.0941 -6.0660
H 0.0474 -2.3111 -6.0595
C 11.6560 2.5925 2.3826
Cl 10.6609 1.6669 3.5095
Cl 11.6721 1.8292 0.7916
Cl 11.0949 4.2613 2.2788
H 12.6695 2.6045 2.7598
```

Results
Charge: -1
Electronic energy, eV: -590294.0556
Frontier orbital gap, Eh: 0.23978
Maximum force, eV/A: 2.541
Energy above the lowest of the compared OMol25 structures with the same formula, charge and spin, kJ/mol: 0.0

Density functional theory data (ωB97M-V/def2-TZVPD) for a cluster of 11 separate species, C25H51N5O6S3 in total in a non-equilibrium geometry.

Geometry as XYZ:
```
90
Properties=species:S:1:pos:R:3
C -5.0863 2.1311 3.7883
C -4.1586 1.1688 3.2552
N -3.4242 0.4259 2.7542
H -4.5298 2.7606 4.4827
H -5.8647 1.6697 4.3961
H -5.4540 2.8058 3.0152
C 0.2743 2.2307 -3.9276
C 1.0757 2.3407 -5.1121
N 1.7823 2.4139 -6.0549
H 0.0586 1.2210 -3.5783
H -0.6681 2.7661 -4.0433
H 0.8150 2.8168 -3.1843
C -2.0784 -4.3835 -1.6913
C -1.9644 -3.8942 -3.0070
N -1.8238 -3.3873 -4.0430
H -1.4709 -5.2849 -1.6105
H -3.0890 -4.6676 -1.3980
H -1.6543 -3.6354 -1.0215
C -2.4211 -1.5499 5.2290
C -2.1902 -2.9018 5.7838
N -1.9336 -3.9260 6.2550
H -2.2791 -1.4633 4.1518
H -1.6109 -0.9135 5.5849
H -3.2501 -0.9921 5.6646
C 4.4852 -1.4613 1.4280
C 4.6239 -2.0051 0.0436
N 4.7238 -2.3253 -1.0709
H 3.4650 -1.1313 1.6242
H 5.2242 -0.6728 1.5701
H 4.8021 -2.2207 2.1428
C -4.5346 1.9371 -0.9232
S -3.5879 1.3721 -2.3696
O -2.1052 1.4236 -2.0024
C -3.9252 -0.4402 -2.3539
H -4.3290 1.4042 0.0052
H -5.6126 1.8748 -1.0715
H -4.1745 2.9446 -0.7150
H -4.9351 -0.8248 -2.4964
H -3.5514 -0.7955 -1.3936
H -3.3309 -0.9537 -3.1097
C 3.7220 1.2463 -0.2057
S 4.2390 2.6215 -1.2951
O 3.0073 2.9159 -2.1375
C 4.3612 3.9440 -0.1028
H 2.7229 1.4724 0.1668
H 4.3870 1.0560 0.6367
H 3.5254 0.3806 -0.8382
H 3.3771 4.0423 0.3554
H 4.6190 4.8243 -0.6916
H 5.1046 3.7533 0.6712
C -2.1784 4.4929 1.8484
S -1.9319 4.7666 0.0740
O -1.2725 6.0930 -0.1515
C -0.7058 3.4230 -0.3671
H -2.3448 3.4495 2.1164
H -3.0747 5.0452 2.1309
H -1.2813 4.8430 2.3591
H -1.0953 2.4901 0.0404
H 0.2721 3.6164 0.0738
H -0.6594 3.3163 -1.4508
C 1.0018 -4.7361 4.5169
C 1.4331 -3.5026 3.8550
O 2.4713 -3.5798 3.1354
C 0.5690 -2.3150 3.9410
H 1.3494 -5.5872 3.9313
H -0.0686 -4.9182 4.6128
H 1.3714 -4.8868 5.5312
H 0.6467 -1.8024 4.8998
H -0.4464 -2.5898 3.6556
H 1.0242 -1.6588 3.1991
C 3.3035 0.1227 -3.8423
C 2.8590 -0.9985 -4.8702
O 1.6705 -1.3029 -4.8137
C 3.7627 -1.4727 -5.9557
H 4.3592 0.3817 -3.9237
H 3.2239 -0.2571 -2.8237
H 2.6893 1.0117 -3.9858
H 4.0418 -0.5635 -6.4882
H 3.2386 -2.1461 -6.6339
H 4.4964 -2.0970 -5.4458
C 0.2161 -0.5221 -1.1050
C 0.1709 -1.4614 0.1687
O 1.0246 -2.2829 0.5326
C -1.2883 -1.4030 0.8214
H -0.1289 0.4640 -0.7943
H -0.4473 -0.8772 -1.8936
H 1.2493 -0.4342 -1.4410
H -1.2072 -1.8499 1.8123
H -2.0226 -2.0296 0.3152
H -1.6488 -0.3751 0.8593
```

Results
Electronic energy, eV: -78987.1423
Frontier orbital gap, Eh: 0.30614
Maximum force, eV/A: 4.455

Density functional theory data (ωB97M-V/def2-TZVPD) for a structure of composition C7H24N4O5Ti in a non-equilibrium geometry.

Geometry as XYZ:
```
41
Properties=species:S:1:pos:R:3
O 0.4430 3.5741 1.4258
H 0.5847 4.5266 1.5356
Ti -0.1408 0.7516 0.0623
N -1.0299 -0.1518 -1.6127
N 0.9203 -1.0132 -0.4720
O -2.2338 0.2672 -2.2082
O 1.6460 -1.8165 0.4806
C -0.3949 -1.0988 -2.3368
C 0.7484 -1.5938 -1.6832
C -0.9195 -1.5257 -3.6586
C 1.6433 -2.6442 -2.2100
H -1.7157 -0.8463 -3.9780
H -1.3184 -2.5523 -3.6189
H -0.1201 -1.5145 -4.4152
H 2.1686 -3.2069 -1.4315
H 2.3838 -2.2095 -2.8974
H 1.0622 -3.3705 -2.7896
H -2.5435 1.0281 -1.6818
H 2.4529 -2.0891 0.0069
O -1.0190 -2.3661 1.4664
H -1.5114 -3.1482 1.1537
H -0.0980 -2.4701 1.1277
C 1.5991 1.9772 -0.2766
H 1.7760 2.7812 0.4356
H 1.3201 2.3838 -1.2678
H 2.4964 1.3573 -0.4266
O -1.1806 2.2098 -0.3666
H -0.2229 3.4671 0.7083
H -1.2064 2.6938 -1.2160
N -1.6507 0.4365 1.5423
C -1.2472 1.0659 2.8337
C 0.1090 0.5044 3.1917
N 0.9251 0.3570 1.9489
H -2.5672 0.7566 1.2218
H -1.6915 -0.6037 1.6327
H -1.2063 2.1559 2.7362
H -1.9838 0.8311 3.6088
H 0.6343 1.1476 3.9078
H -0.0032 -0.4865 3.6555
H 1.7161 1.0013 1.9634
H 1.3754 -0.5667 1.9011
```

Results
Charge: +1
Electronic energy, eV: -46954.8433
Frontier orbital gap (spin up / spin down), Eh: 0.27465 / 0.29356
Maximum force, eV/A: 1.629
2S+1: 2

Density functional theory data (ωB97M-V/def2-TZVPD) for the molecule C3H3N3O in a non-equilibrium geometry.

Geometry as XYZ:
```
10
Properties=species:S:1:pos:R:3
O 2.9703 -0.4817 0.2593
N 2.2999 0.5072 -0.2439
C 0.9272 0.1686 -0.3228
C -0.2291 0.9401 -0.1375
N -1.3418 0.2164 0.0618
C -0.8253 -1.0845 0.0287
N 0.4796 -1.1385 -0.2401
H -0.3183 2.1055 0.4041
H -2.3816 0.5811 0.4060
H -1.5808 -1.8142 -0.2156
```

Results
Electronic energy, eV: -9672.7725
Frontier orbital gap, Eh: 0.32122
Maximum force, eV/A: 7.193
Energy above the lowest of the compared OMol25 structures with the same formula, charge and spin, kJ/mol: 451.7

Density functional theory data (ωB97M-V/def2-TZVPD) for a structure of composition C8H13NPPt in a non-equilibrium geometry.

Geometry as XYZ:
```
24
Properties=species:S:1:pos:R:3
C 1.9051 1.6312 -1.7851
C 2.8785 1.9388 -0.8532
C 2.5869 2.1889 0.5525
C 1.1957 2.3844 0.9460
C 0.1722 2.0710 0.0658
Pt 1.3894 0.5571 -0.2991
P 1.2968 -1.5121 -1.3897
H 1.7468 1.6483 -2.8937
H 3.9338 1.9796 -1.0820
H 3.4041 2.2232 1.3387
H -0.9323 2.1926 0.0286
H 1.1274 2.7315 1.9761
H 1.2363 -2.6738 -0.5238
H 2.2965 -1.7070 -2.4301
H 0.0177 -1.3654 -2.0550
C -3.5113 -2.0317 0.4238
C -2.5825 -1.3636 1.4793
C -1.3130 -0.8745 0.9686
N -0.1595 -0.7686 0.8542
H -4.0281 -1.2742 -0.1859
H -4.2807 -2.6287 0.9334
H -2.9561 -2.7145 -0.2410
H -3.1095 -0.5025 1.9336
H -2.3140 -2.1299 2.2380
```

Results
Charge: -1
Electronic energy, eV: -22523.2091
Frontier orbital gap (spin up / spin down), Eh: 0.09536 / 0.21298
Maximum force, eV/A: 7.613
2S+1: 3
Energy above the lowest of the compared OMol25 structures with the same formula, charge and spin, kJ/mol: 530.0

Density functional theory data (ωB97M-V/def2-TZVPD) for a structure of composition C12H20IrN3O4P in a non-equilibrium geometry.

Geometry as XYZ:
```
41
Properties=species:S:1:pos:R:3
C 2.4892 -0.7893 0.0904
C 1.6054 -1.0695 -1.0977
N 0.3556 -0.5934 -0.9707
C -0.3968 -0.3408 -2.0989
C -0.0350 -0.9769 -3.2785
C 1.1572 -1.6631 -3.3846
C 2.0699 -1.6395 -2.3062
C -1.1441 0.9298 -2.0040
P -1.9913 1.1990 -0.3086
H 3.0723 -2.0879 -2.3263
H -0.6883 -0.8377 -4.1435
H 1.4671 -2.1557 -4.3162
C 1.4091 -2.1107 1.7406
C 2.2666 0.0439 2.3989
H -1.7543 1.2328 -2.8477
H 3.0123 0.1702 -0.0124
H 3.2383 -1.5760 0.2527
C -3.5851 0.4343 -0.0204
C -2.2455 2.9890 -0.3238
H -3.9378 0.6590 0.9891
H -4.3062 0.8354 -0.7261
H -3.5316 -0.6451 -0.1287
H -2.3012 3.3555 0.7101
H -1.3895 3.4452 -0.8335
H -3.1880 3.1966 -0.8489
H 3.1768 -0.4726 2.6845
H 2.4668 1.0429 2.0422
H 1.5839 0.1009 3.2376
H 2.4177 -2.5465 1.9188
H 0.8477 -2.1361 2.6860
H 0.8678 -2.7069 0.9868
C -0.7743 1.2244 2.3391
O -1.0922 1.9105 3.2132
Ir -0.1490 0.4121 0.7412
O 0.8917 2.1557 0.1337
H -0.4438 1.7550 -1.9523
H 1.5796 1.9320 -0.6239
N 1.6187 -0.6871 1.3016
O -1.5189 -0.7446 3.2929
N -1.8247 -1.6444 2.4831
O -1.2964 -1.6004 1.3103
```

Results
Charge: +2
Electronic energy, eV: -37531.1104
Frontier orbital gap (spin up / spin down), Eh: 0.18563 / 0.17294
Maximum force, eV/A: 6.227
2S+1: 6

Density functional theory data (ωB97M-V/def2-TZVPD) for a structure of composition C5H14BrCl2O5V in a non-equilibrium geometry.

Geometry as XYZ:
```
28
Properties=species:S:1:pos:R:3
V -0.7696 -0.2172 0.1732
Cl 0.4212 -2.5450 0.3734
Cl -2.7074 -1.5469 -1.2688
Br -1.9518 2.1753 -0.6599
C -2.6556 0.1942 2.9019
O -2.0615 -0.6010 1.9373
H -1.8938 0.9661 3.0108
H -3.6419 0.5765 2.6388
H -2.7978 -0.3940 3.8085
H -2.6539 -1.3492 1.8333
C 0.8509 0.0156 3.0375
O 0.4073 0.6171 1.7836
H 0.8184 -1.0732 2.9977
H 1.8881 0.3165 3.1852
H 0.1716 0.3080 3.8382
H 0.4336 1.5718 1.8810
C 3.2115 -0.5438 -1.4027
O 2.5133 -0.4480 -2.6235
C 1.2530 -0.0571 -2.5195
O 0.5569 0.1198 -1.5019
O 0.8503 0.0989 -3.7026
C -0.3754 0.7167 -4.0505
H 2.8602 -1.3926 -0.8162
H 3.1254 0.4107 -0.8833
H 4.2932 -0.5702 -1.5348
H -0.3892 0.9187 -5.1216
H -0.4994 1.6249 -3.4607
H -1.2576 0.1074 -3.8544
```

Results
Charge: -1
Electronic energy, eV: -136429.6193
Frontier orbital gap (spin up / spin down), Eh: 0.25582 / 0.26610
Maximum force, eV/A: 3.689
2S+1: 4
Energy above the lowest of the compared OMol25 structures with the same formula, charge and spin, kJ/mol: 130.0

Density functional theory data (ωB97M-V/def2-TZVPD) for the molecule C3H6F2N2 in a non-equilibrium geometry.

Geometry as XYZ:
```
13
Properties=species:S:1:pos:R:3
C 0.3009 -0.9443 0.6729
C 1.0431 0.4889 0.4759
C -1.3591 0.1400 -0.6272
N -0.5767 -1.0114 -0.5060
N 0.1038 1.4034 0.0344
F 2.0776 0.3428 -0.4462
F -2.2718 0.5168 0.2743
H 0.9818 -1.7504 0.8956
H -0.3487 -0.7499 1.4542
H 1.4858 0.5247 1.5136
H -1.6577 0.4672 -1.5535
H -0.1484 -1.2836 -1.4168
H 0.3694 1.8558 -0.7712
```

Results
Electronic energy, eV: -11621.1635
Frontier orbital gap, Eh: 0.36055
Maximum force, eV/A: 5.253
Energy above the lowest of the compared OMol25 structures with the same formula, charge and spin, kJ/mol: 209.4

Which of these has the highest electronic energy?
C3H3N3O

Look up the maximum force of the seventh one.
3.689 eV/A

Which formula does entry 1 have?
C27H33BrCl37FO8P

Among the records above, which one has the highest maximum force?
C8H13NPPt